Entry 1:
A cluster of 9 separate species, C6H30NO8 in total, computed with ωB97M-V/def2-TZVPD.

CARTESIAN COORDINATES (ANGSTROEM)
N -0.479 -0.098 -0.458
H 0.408 0.237 -0.110
H -1.220 -0.007 0.222
H -0.393 -1.097 -0.581
H -0.818 0.339 -1.304
O -2.191 1.505 -3.367
H -2.639 1.457 -4.234
O -3.409 0.264 1.391
H -3.818 -0.613 1.253
C 0.948 -1.334 -4.963
O 1.002 0.032 -4.649
H 0.012 -1.572 -5.467
H 1.807 -1.597 -5.581
H 1.087 -2.000 -4.112
H 0.136 0.363 -4.403
C 4.125 -0.073 -0.360
O 3.180 0.715 0.350
H 3.816 -0.452 -1.334
H 5.019 0.541 -0.461
H 4.527 -0.854 0.286
H 3.622 1.457 0.770
C -3.277 -2.641 4.353
O -2.760 -1.323 4.548
H -3.350 -2.919 3.302
H -2.580 -3.379 4.749
H -4.261 -2.675 4.822
H -2.842 -0.852 3.716
C 0.324 -4.595 0.838
O 0.695 -3.886 -0.303
H -0.573 -4.239 1.346
H 0.070 -5.612 0.539
H 1.125 -4.512 1.572
H 1.425 -4.366 -0.700
C 1.110 4.657 -2.002
O -0.310 4.616 -1.787
H 1.680 5.427 -1.482
H 1.538 3.724 -1.634
H 1.379 4.793 -3.049
H -0.669 3.766 -2.052
C -0.274 2.850 3.528
O -1.564 3.222 3.253
H -0.099 1.783 3.391
H 0.439 3.382 2.898
H 0.013 3.020 4.566
H -1.963 2.544 2.704

Atoms 1-3, force components in eV/Å:
0.07 -0.83 0.19
0.24 0.54 -0.04
-1.40 0.58 1.23

Energy above the lowest of the compared OMol25 structures with the same formula, charge and spin in kcal per mole: 5.15
Max |F| in eV Å⁻¹: 2.01
Calculated total energy in eV: -24573.2920
Net charge: -1
Gap between HOMO and LUMO in eV: 5.47



Entry 2:
A cluster of 9 separate species, C51H46F8O in total, computed with ωB97M-V/def2-TZVPD.

CARTESIAN COORDINATES (ANGSTROEM)
F -2.812 -2.431 -5.203
C -2.239 -2.980 -4.111
C -1.052 -2.448 -3.659
C -0.438 -2.993 -2.543
C -1.078 -4.010 -1.847
C -2.241 -4.567 -2.349
C -2.835 -4.073 -3.507
H -0.582 -1.637 -4.196
H 0.510 -2.618 -2.181
H -0.683 -4.346 -0.898
H -2.680 -5.397 -1.807
H -3.802 -4.413 -3.850
F 2.601 -5.922 0.725
C 1.569 -5.977 1.595
C 1.509 -7.020 2.485
C 0.439 -7.090 3.358
C -0.564 -6.133 3.298
C -0.450 -5.042 2.438
C 0.608 -4.981 1.550
H 2.266 -7.793 2.488
H 0.307 -7.935 4.020
H -1.424 -6.179 3.954
H -1.184 -4.251 2.519
H 0.757 -4.147 0.874
F -5.162 1.939 0.819
C -4.971 0.757 0.198
C -4.377 -0.277 0.894
C -4.289 -1.518 0.294
C -4.667 -1.663 -1.038
C -5.241 -0.602 -1.727
C -5.417 0.623 -1.108
H -4.055 -0.109 1.915
H -3.853 -2.366 0.801
H -4.457 -2.598 -1.540
H -5.560 -0.742 -2.752
H -5.724 1.523 -1.626
F 0.155 3.218 5.959
C -0.181 4.117 5.009
C 0.786 4.618 4.181
C 0.443 5.604 3.261
C -0.865 6.056 3.207
C -1.829 5.551 4.057
C -1.488 4.563 4.961
H 1.800 4.233 4.189
H 1.182 5.990 2.574
H -1.108 6.796 2.454
H -2.851 5.892 3.971
H -2.224 4.081 5.592
F -1.287 -2.039 0.495
C -0.761 -0.907 1.015
C -1.049 -0.585 2.325
C -0.462 0.533 2.914
C 0.400 1.309 2.146
C 0.582 1.034 0.807
C 0.018 -0.096 0.222
H -1.655 -1.215 2.967
H -0.708 0.874 3.910
H 0.916 2.139 2.613
H 1.089 1.738 0.160
H 0.155 -0.304 -0.831
F 2.403 -0.894 -2.730
C 3.081 -1.820 -2.011
C 3.757 -2.833 -2.641
C 4.451 -3.760 -1.852
C 4.350 -3.716 -0.471
C 3.678 -2.677 0.146
C 3.072 -1.695 -0.630
H 3.711 -2.952 -3.716
H 4.936 -4.576 -2.370
H 4.820 -4.494 0.118
H 3.524 -2.636 1.216
H 2.515 -0.894 -0.158
F 3.880 1.757 3.354
C 4.159 1.940 2.050
C 3.401 2.818 1.314
C 3.569 2.913 -0.062
C 4.543 2.140 -0.667
C 5.374 1.337 0.094
C 5.205 1.243 1.467
H 2.609 3.399 1.775
H 2.902 3.578 -0.592
H 4.641 2.225 -1.743
H 6.163 0.794 -0.409
H 5.868 0.677 2.110
F -0.047 6.155 0.096
C -0.858 5.179 -0.379
C -1.200 4.121 0.435
C -2.051 3.149 -0.076
C -2.458 3.214 -1.400
C -2.055 4.251 -2.221
C -1.225 5.240 -1.712
H -0.902 4.039 1.471
H -2.301 2.278 0.516
H -3.125 2.420 -1.721
H -2.318 4.306 -3.270
H -0.813 6.050 -2.299
C 1.510 1.768 -4.046
C 0.111 1.512 -4.559
O -0.234 1.803 -5.676
C -0.852 0.941 -3.544
H 2.128 0.909 -4.320
H 1.498 1.801 -2.954
H 1.998 2.655 -4.441
H -1.755 0.656 -4.078
H -1.077 1.757 -2.857
H -0.372 0.137 -2.993

Atoms 1-3, force components in eV/Å:
-0.08 -0.03 0.06
-0.01 -0.28 -0.05
0.61 0.02 -0.18

Max |F| in eV Å⁻¹: 1.07
Calculated total energy in eV: -77420.2100
SMILES: Fc1ccccc1.Fc1ccccc1.Fc1ccccc1.Fc1ccccc1.Fc1ccccc1.Fc1ccccc1.Fc1ccccc1.Fc1ccccc1.CC(C)=O
Gap between HOMO and LUMO in eV: 9.84



Entry 3:
An isolated molecule of C4H7FN2S, computed with ωB97M-V/def2-TZVPD.

CARTESIAN COORDINATES (ANGSTROEM)
C 2.506 -0.327 0.682
C 1.406 0.097 -0.262
C 0.383 1.160 0.222
C -0.697 0.072 0.078
H 2.126 -0.460 1.726
H 3.294 0.424 0.699
H 2.967 -1.285 0.364
H 1.773 0.316 -1.247
H 0.500 1.532 1.240
H -0.330 -2.564 0.239
H -0.280 -2.366 -1.368
N 0.242 -0.801 -0.295
N 0.210 -2.169 -0.499
F 0.226 2.240 -0.604
S -2.303 -0.062 0.313

Atoms 1-3, force components in eV/Å:
0.09 -0.53 0.62
-0.28 -0.23 0.75
-0.21 0.09 0.06

Energy above the lowest of the compared OMol25 structures with the same formula, charge and spin in kcal per mole: 35.56
Max |F| in eV Å⁻¹: 0.92
Calculated total energy in eV: -20792.9959
SMILES: C[C@@H]1[C@@H](F)C(=S)N1N
Gap between HOMO and LUMO in eV: 9.30



Entry 4:
The ion C4H8FN2O2 with charge +1, computed with ωB97M-V/def2-TZVPD.

CARTESIAN COORDINATES (ANGSTROEM)
C -1.063 -0.208 -0.053
C -3.421 0.176 0.133
C 0.186 0.169 -0.376
C 1.540 -0.577 0.221
N -2.175 0.374 -0.417
N 2.708 0.301 -0.352
O -3.612 -0.460 1.147
O 1.624 -0.463 1.538
F 0.459 0.953 -1.465
H -1.151 -0.676 0.933
H -4.260 0.526 -0.531
H 1.648 -1.556 -0.217
H -2.073 1.084 -1.097
H 3.090 0.838 0.453
H 2.213 0.918 -1.113
H 3.383 -0.331 -0.679
H 0.905 -1.069 1.874

Atoms 1-3, force components in eV/Å:
-4.07 -4.07 3.26
-1.96 -0.56 0.11
8.43 2.05 0.00

Max |F| in eV Å⁻¹: 8.67
2S+1: 3
Calculated total energy in eV: -14058.2043
Net charge: +1
Gap between HOMO and LUMO (spin up / spin down) in eV: 5.87 / 7.64



Entry 5:
A structure of composition C4H8N2O2, computed with ωB97M-V/def2-TZVPD.

CARTESIAN COORDINATES (ANGSTROEM)
C -1.764 2.198 -0.323
C -0.297 0.454 -0.636
C 0.167 -0.699 0.135
C 1.173 -1.585 -0.791
H -3.210 1.628 0.388
H -1.091 3.464 0.394
H -1.785 2.110 -1.973
H 2.348 -0.771 -0.909
H 1.160 -2.621 -0.032
H 0.682 -1.667 -1.932
H 1.239 -2.376 1.674
H 1.649 -1.415 3.042
N 0.340 -0.677 1.378
N 1.354 -1.437 1.866
O -0.549 1.560 0.142
O -0.518 0.219 -1.851

Atoms 1-3, force components in eV/Å:
0.80 2.81 0.36
-2.17 -2.19 -1.97
3.99 -1.25 -2.83

Energy above the lowest of the compared OMol25 structures with the same formula, charge and spin in kcal per mole: 319.33
Max |F| in eV Å⁻¹: 5.37
Calculated total energy in eV: -11340.2652
Gap between HOMO and LUMO in eV: 9.02



Entry 6:
A structure of composition C3H7N, computed with ωB97M-V/def2-TZVPD.

CARTESIAN COORDINATES (ANGSTROEM)
C 2.044 0.630 -0.403
C -1.455 -0.836 0.510
C -0.566 0.308 0.011
N 1.292 -0.298 -0.118
H 3.054 0.314 -0.638
H 1.912 1.617 -0.741
H -1.312 -1.650 -0.110
H -1.347 -1.359 1.481
H -2.485 -0.484 0.447
H -0.252 1.145 0.585
H -0.884 0.614 -1.023

Atoms 1-3, force components in eV/Å:
1.89 -0.57 -1.37
0.15 1.44 1.31
3.05 -1.82 -1.08

Energy above the lowest of the compared OMol25 structures with the same formula, charge and spin in kcal per mole: 59.33
Max |F| in eV Å⁻¹: 5.23
Calculated total energy in eV: -4711.5844
Gap between HOMO and LUMO in eV: 10.03



Entry 7:
A structure of composition C22H25BBeF4N4O, computed with ωB97M-V/def2-TZVPD.

CARTESIAN COORDINATES (ANGSTROEM)
Be 0.530 0.242 0.547
B 2.896 -0.970 1.470
F 2.620 0.234 2.042
F 4.069 -1.554 1.957
F 1.765 -1.727 1.755
F 3.015 -0.769 0.084
C -2.456 3.597 -0.723
C -2.656 2.143 -0.500
O -1.514 1.408 -0.229
H -3.349 4.162 -0.991
H -1.688 3.752 -1.481
H -1.940 4.061 0.117
H -3.177 1.734 -1.366
H -3.292 2.032 0.379
N -0.807 -1.934 0.148
C -2.079 -1.888 -0.336
C -2.736 -3.008 -0.849
C -2.186 -4.267 -0.676
C -0.950 -4.423 0.000
C -0.332 -3.248 0.397
H -2.573 -0.941 -0.497
H -3.659 -2.862 -1.391
H -2.775 -5.077 -1.080
H -0.564 -5.426 0.103
H 0.639 -3.242 0.868
N 0.867 -0.654 -2.052
C 1.287 -1.841 -2.672
C 1.150 -2.079 -4.026
C 0.761 -1.001 -4.842
C 0.357 0.196 -4.224
C 0.407 0.307 -2.840
H 1.785 -2.575 -2.055
H 1.191 -3.065 -4.465
H 0.653 -1.066 -5.915
H 0.045 1.013 -4.857
H 0.012 1.199 -2.377
N -0.900 -0.462 2.730
C -2.223 -0.866 2.737
C -2.928 -1.407 3.885
C -2.201 -1.376 5.118
C -0.851 -0.926 5.158
C -0.242 -0.499 3.947
H -2.850 -0.710 1.872
H -3.955 -1.708 3.741
H -2.626 -1.736 6.044
H -0.344 -1.049 6.104
H 0.807 -0.242 3.912
N 2.030 2.246 -0.189
C 1.500 3.519 -0.246
C 2.370 4.608 -0.291
C 3.751 4.443 -0.507
C 4.231 3.133 -0.658
C 3.351 2.085 -0.368
H 0.438 3.483 -0.053
H 1.990 5.619 -0.264
H 4.333 5.339 -0.665
H 5.230 2.952 -1.026
H 3.772 1.091 -0.401

Atoms 1-3, force components in eV/Å:
-2.42 -1.25 -1.18
1.01 -1.76 -0.17
-0.43 2.47 0.73

Energy above the lowest of the compared OMol25 structures with the same formula, charge and spin in kcal per mole: 31.54
Max |F| in eV Å⁻¹: 3.54
2S+1: 2
Calculated total energy in eV: -43177.0226
Net charge: -1
Gap between HOMO and LUMO (spin up / spin down) in eV: 2.58 / 6.89



Entry 8:
An isolated molecule of C4H6N2, computed with ωB97M-V/def2-TZVPD.

CARTESIAN COORDINATES (ANGSTROEM)
N 1.161 -1.118 -1.170
C 0.375 -0.315 -0.372
C -0.440 -0.692 0.641
N -1.112 0.526 1.072
C -0.491 1.785 0.361
C 0.281 1.136 -0.549
H 1.462 -1.992 -0.763
H 1.915 -0.634 -1.636
H -0.665 -1.657 1.073
H -1.253 0.629 2.076
H -2.022 0.679 0.624
H 0.788 1.654 -1.356

Atoms 1-3, force components in eV/Å:
0.13 0.04 0.08
-0.14 0.03 0.22
0.05 0.06 -0.24

Energy above the lowest of the compared OMol25 structures with the same formula, charge and spin in kcal per mole: 79.93
Max |F| in eV Å⁻¹: 0.50
Calculated total energy in eV: -7222.1250
Gap between HOMO and LUMO in eV: 8.85